1.
Here is C6H10N2O2 in the gas phase in a non-equilibrium geometry from the Open Molecules 2025 dataset. Energies are from ωB97M-V/def2-TZVPD.

```
! RIJCOSX wB97M-V def2-TZVPD def2/J DEFGRID3
* xyz 0 1
C 1.85 0.95 -1.96
C 0.65 0.54 -1.16
C -0.46 1.29 -1.05
C -1.61 1.00 -0.16
C -2.28 -0.34 -0.21
N -1.42 0.02 0.91
N 0.83 -0.68 -0.48
C 0.88 -0.89 0.88
O 0.92 -2.03 1.36
O 1.49 0.14 1.53
H 2.13 0.16 -2.67
H 1.65 1.87 -2.53
H 2.72 1.12 -1.30
H -0.44 2.28 -1.51
H -2.27 1.84 0.07
H -3.35 -0.39 -0.03
H -1.86 -1.10 -0.87
H -1.93 0.26 1.76
H 0.95 -1.52 -1.02
H 1.27 0.06 2.46
*
```

Summary:
Frontier orbital gap in eV: 9.67
SMILES string: C/C(=C/[C@H]1CN1)NC(=O)O
HOMO in eV: -8.847
Relative energy (zero: lowest compared OMol25 entry of this formula, charge and spin) in kcal per mole: 42.6



2.
Here is 2 unconnected molecules or ions with the total composition C6H10N2O2S2 in a non-equilibrium geometry from the Open Molecules 2025 dataset. Energies are from ωB97M-V/def2-TZVPD.

```
! RIJCOSX wB97M-V def2-TZVPD def2/J DEFGRID3
* xyz 0 1
C 4.79 0.28 0.52
C -5.07 -0.34 0.43
C 3.56 -0.18 0.52
C -4.33 0.70 0.11
C 2.67 -0.23 -0.71
C 0.17 -1.07 -0.50
N 1.54 0.64 -0.84
N 0.23 0.17 -0.57
O -2.03 1.16 0.74
O -2.59 -1.12 -0.42
S 1.73 -1.90 -0.78
S -2.64 0.32 -0.52
H 5.36 0.30 1.43
H 5.45 0.79 -0.24
H -6.07 -0.33 0.81
H -4.53 -1.25 0.31
H 3.07 -0.54 1.39
H -4.51 1.78 0.41
H 3.39 -0.12 -1.61
H -0.66 -1.72 -0.37
H 1.59 1.64 -0.80
H -1.12 1.02 0.69
*
```

Summary:
Frontier orbital gap in eV: 9.19
HOMO in eV: -8.452
Relative energy (zero: lowest compared OMol25 entry of this formula, charge and spin) in kcal per mole: 78.5



3.
Here is C6H10N2O2S2 in the gas phase in a non-equilibrium geometry from the Open Molecules 2025 dataset. Energies are from ωB97M-V/def2-TZVPD.

```
! RIJCOSX wB97M-V def2-TZVPD def2/J DEFGRID3
* xyz 0 1
C -1.00 0.03 -0.07
C -0.82 1.55 -0.28
C 3.12 -1.60 0.64
C 3.34 -1.18 -0.82
C 2.68 -0.24 0.19
C 1.30 0.16 0.16
N 0.27 -0.52 0.23
N -4.58 0.90 0.63
O -2.08 -0.24 0.84
O -3.74 -0.50 -1.09
S 0.98 1.88 -0.16
S -3.76 -0.50 0.35
H -1.27 -0.36 -1.00
H -0.92 1.89 -1.33
H -1.30 2.28 0.40
H 2.40 -2.50 0.73
H 4.01 -1.80 1.29
H 4.37 -0.97 -1.11
H 2.75 -1.72 -1.52
H 3.32 0.68 0.53
H -4.52 1.31 1.59
H -4.55 1.45 -0.20
*
```

Summary:
Frontier orbital gap in eV: 9.31
HOMO in eV: -8.677
Relative energy (zero: lowest compared OMol25 entry of this formula, charge and spin) in kcal per mole: 44.7



Copy entry 2 word for word.
Here is 2 unconnected molecules or ions with the total composition C6H10N2O2S2 in a non-equilibrium geometry from the Open Molecules 2025 dataset. Energies are from ωB97M-V/def2-TZVPD.

```
! RIJCOSX wB97M-V def2-TZVPD def2/J DEFGRID3
* xyz 0 1
C 4.79 0.28 0.52
C -5.07 -0.34 0.43
C 3.56 -0.18 0.52
C -4.33 0.70 0.11
C 2.67 -0.23 -0.71
C 0.17 -1.07 -0.50
N 1.54 0.64 -0.84
N 0.23 0.17 -0.57
O -2.03 1.16 0.74
O -2.59 -1.12 -0.42
S 1.73 -1.90 -0.78
S -2.64 0.32 -0.52
H 5.36 0.30 1.43
H 5.45 0.79 -0.24
H -6.07 -0.33 0.81
H -4.53 -1.25 0.31
H 3.07 -0.54 1.39
H -4.51 1.78 0.41
H 3.39 -0.12 -1.61
H -0.66 -1.72 -0.37
H 1.59 1.64 -0.80
H -1.12 1.02 0.69
*
```

Summary:
Frontier orbital gap in eV: 9.19
HOMO in eV: -8.452
Relative energy (zero: lowest compared OMol25 entry of this formula, charge and spin) in kcal per mole: 78.5



Question: relative energy (zero: lowest compared OMol25 entry of this formula, charge and spin) of number 1 (C6H10N2O2)?
Answer: 42.6 kcal per mole